Computed, not measured: a cluster of 8 separate species, C49H76BrCl2F3O25 in total at a distorted geometry, with ωB97M-V with the def2-TZVPD basis set.

Each line ends with the Löwdin charge.
CARTESIAN COORDINATES (ANGSTROEM)
1 Br 3.856 4.318 2.516  0.6542
2 Cl 3.643 1.980 -1.682  0.7907
3 Cl 0.953 1.860 -3.091  0.7012
4 F 8.759 -1.367 5.139  0.1298
5 F 9.093 0.552 4.186  0.1697
6 F 9.420 -1.274 3.078  0.1440
7 O -0.080 13.149 -2.378  0.0544
8 O -4.996 -5.076 -3.537  0.0531
9 O -11.008 -6.753 -6.036  0.0633
10 O 2.895 -0.629 4.615  0.0615
11 O 6.309 -3.855 2.011  0.0929
12 O 0.656 7.984 -2.408  0.1477
13 O -5.168 -4.712 -1.322  0.1500
14 O 2.841 7.448 -2.477  0.0559
15 O 2.706 0.206 6.666  0.0734
16 O -2.898 4.118 1.624  0.0411
17 O -0.916 14.249 -4.159  0.1608
18 O -3.961 5.958 0.968  0.0627
19 O 6.996 0.130 2.448  -0.0758
20 O -4.598 3.950 0.157  0.1675
21 O 1.316 5.833 -2.468  0.0648
22 O 6.168 -3.129 4.108  -0.0140
23 O -10.915 -5.482 -4.215  0.0567
24 O 3.421 1.953 1.230  -0.2427
25 O -0.690 -4.328 -1.021  -0.2157
26 O 0.044 12.224 -4.396  0.0592
27 O 1.255 0.836 5.058  0.1532
28 O -9.855 -4.816 -6.084  0.1580
29 O 1.956 -0.724 0.735  -0.0819
30 O -6.990 -4.661 -2.646  0.0647
31 O 4.663 -2.427 2.582  0.1547
32 C -4.855 -1.497 -1.192  -0.0580
33 C 1.297 0.765 -1.790  -0.6938
34 C -7.182 -4.613 -4.067  -0.1001
35 C 7.515 -4.286 2.654  -0.0855
36 C -2.347 -0.591 2.809  -0.3448
37 C 8.626 -0.679 3.984  -0.5920
38 C 2.964 -0.098 -0.032  -0.3999
39 C -4.909 0.016 -1.193  -0.3369
40 C 1.519 7.163 -2.448  -0.5766
41 C 7.151 -4.174 4.123  -0.0811
42 C 3.914 0.626 0.979  -0.2643
43 C 5.422 0.668 0.692  -0.0969
44 C -1.967 -4.912 -0.842  -0.0907
45 C -3.633 0.600 0.926  -0.1736
46 C 3.630 2.382 2.531  -0.6312
47 C 3.787 -1.237 -0.666  -0.0962
48 C -5.673 -4.808 -2.394  -0.5766
49 C 0.361 11.803 -2.165  -0.1145
50 C -0.393 -3.912 -2.336  -0.2169
51 C -3.109 6.361 2.043  -0.1141
52 C -1.194 -1.103 1.908  -0.1484
53 C -10.529 -5.607 -5.505  -0.5807
54 C 4.087 -1.027 5.303  -0.1045
55 C 1.951 -4.604 -1.523  -0.2070
56 C -4.791 0.734 -0.054  -0.0790
57 C 3.025 -2.287 -1.487  -0.1709
58 C -0.372 13.302 -3.692  -0.5769
59 C -11.889 -6.492 -3.932  -0.1084
60 C -5.949 -5.337 -4.574  -0.1075
61 C 1.049 -4.299 -2.719  -0.1642
62 C 6.202 -0.438 1.404  -0.1724
63 C -5.113 0.699 -2.523  -0.0604
64 C 3.681 -0.841 6.755  -0.0936
65 C 7.175 -0.697 3.557  -0.1031
66 C -2.120 5.210 2.118  -0.1112
67 C -11.568 -7.543 -4.981  -0.1109
68 C -3.894 4.611 0.846  -0.5610
69 C 0.158 -0.175 -1.526  -0.1062
70 C 2.187 0.190 5.419  -0.5650
71 C 0.220 -0.756 2.397  -0.1382
72 C 5.618 -3.077 2.865  -0.5879
73 C -3.635 -0.537 1.955  -0.1710
74 C 1.071 0.112 1.479  -0.1622
75 C 2.390 -3.411 -0.668  -0.1874
76 C 3.568 6.226 -2.288  -0.1051
77 C -2.048 0.796 3.405  -0.0639
78 C 2.565 5.183 -2.744  -0.1336
79 C 0.853 11.407 -3.542  -0.1134
80 C 2.465 0.815 -1.155  -0.5474
81 H 0.225 -0.253 3.362  0.0722
82 H 4.498 -0.533 7.401  0.1340
83 H -2.958 1.386 3.507  0.0758
84 H 6.688 -5.082 4.511  0.1389
85 H 1.901 11.666 -3.702  0.1323
86 H -5.960 1.394 -2.496  0.0828
87 H 5.490 -1.137 1.860  0.0629
88 H 0.476 -1.103 -1.062  0.0718
89 H 4.296 -1.782 0.134  0.1130
90 H 7.985 -3.893 4.759  0.1327
91 H 4.517 -0.785 -1.339  0.1153
92 H -0.319 -0.411 -2.479  0.0719
93 H 6.920 -1.743 3.367  0.0921
94 H -1.770 4.994 3.123  0.1321
95 H -7.213 -3.571 -4.384  0.1394
96 H 7.765 -5.295 2.340  0.1388
97 H -1.096 -4.372 -3.039  0.1172
98 H -2.522 -1.321 3.604  0.1300
99 H -8.114 -5.092 -4.340  0.1027
100 H 2.626 4.985 -3.816  0.1359
101 H -12.883 -6.063 -4.061  0.1336
102 H 2.638 4.248 -2.199  0.0452
103 H 4.482 6.243 -2.874  0.1322
104 H -3.715 -1.481 1.408  0.0965
105 H 1.422 -5.306 -0.879  0.1057
106 H 8.322 -3.609 2.372  0.1291
107 H 3.208 -1.731 7.174  0.1346
108 H -1.330 1.339 2.786  0.0819
109 H -3.576 1.579 1.404  0.0832
110 H 2.331 -1.826 -2.194  0.1028
111 H -4.512 -0.467 2.605  0.1180
112 H 2.838 -5.129 -1.893  0.1087
113 H -5.538 1.479 0.203  0.0988
114 H 1.536 -3.044 -0.097  0.1034
115 H 1.619 0.803 2.117  0.1000
116 H -0.542 -2.828 -2.410  0.0997
117 H 0.451 0.722 0.816  0.1190
118 H 3.790 0.036 1.896  0.1482
119 H -5.304 -0.027 -3.318  0.0636
120 H -5.582 -4.961 -5.524  0.1330
121 H 1.133 11.779 -1.401  0.1306
122 H -1.372 -0.737 0.898  0.0800
123 H 0.703 10.354 -3.763  0.1180
124 H 1.465 -3.523 -3.366  0.1019
125 H -4.215 1.267 -2.762  0.0758
126 H -0.486 11.199 -1.840  0.1330
127 H 5.784 1.611 1.110  0.1283
128 H -2.196 -4.837 0.221  0.0890
129 H -2.747 -4.368 -1.376  0.0594
130 H -2.649 7.319 1.817  0.1313
131 H 3.816 6.127 -1.230  0.1312
132 H 1.005 -5.204 -3.331  0.1056
133 H 6.813 -1.029 0.715  0.1397
134 H 0.795 -1.676 2.538  0.1219
135 H 3.791 -2.770 -2.107  0.1217
136 H -5.646 -1.815 -1.878  0.0740
137 H 3.166 -3.775 0.012  0.1110
138 H -12.438 -8.084 -5.342  0.1321
139 H -3.925 -1.934 -1.585  0.0769
140 H 4.553 1.988 2.961  0.0707
141 H -6.098 -6.416 -4.647  0.1317
142 H 5.670 0.718 -0.364  0.0870
143 H 2.770 2.201 3.176  0.0584
144 H -3.709 6.452 2.951  0.1311
145 H 6.587 -0.342 4.411  0.1283
146 H 4.347 -2.042 5.041  0.1122
147 H -2.747 0.498 0.297  0.0958
148 H -11.777 -6.843 -2.910  0.1332
149 H -1.572 0.705 4.384  0.0704
150 H -1.281 -2.192 1.847  0.1127
151 H 4.902 -0.361 5.015  0.1106
152 H -1.953 -5.967 -1.134  0.0931
153 H -10.815 -8.254 -4.640  0.1324
154 H -5.047 -1.899 -0.204  0.0676
155 H -1.262 5.355 1.459  0.1329
156 H -0.607 0.324 -0.929  0.0719

HOMO level ... -6.83 eV
SMILES ... COCCCCCC[C@](OCCC[C@@H](C)CCC=C(C)C)(/C(Cl)=C(\C)Cl)[C@@H](CCOCC(F)(F)F)OCBr.O=C1OCCO1.O=C1OCCO1.O=C1OCCO1.O=C1OCCO1.O=C1OCCO1.O=C1OCCO1.O=C1OCCO1
E_LUMO ... 0.0015 Eh
Energy above the lowest of the compared OMol25 structures with the same formula, charge and spin ... 0.0 kcal/mol
Orbital gap ... 6.87 eV

Computed, not measured: a cluster of 4 separate species, C3H11O5S in total at a distorted geometry, with ωB97M-V with the def2-TZVPD basis set.

Each line ends with the Löwdin charge.
CARTESIAN COORDINATES (ANGSTROEM)
1 S -2.964 1.696 -0.350  0.6276
2 O 1.903 0.557 0.398  -0.0928
3 O 0.860 -2.545 1.868  -0.0741
4 O -0.321 -0.743 -2.761  -0.1060
5 O 1.215 -1.679 -0.741  -0.1099
6 O 1.038 1.722 2.104  -0.0248
7 C -0.506 0.700 0.601  -0.2088
8 C 0.936 1.063 1.065  -0.7013
9 C -1.318 1.965 0.461  -0.5432
10 H -0.825 -0.045 1.332  0.1164
11 H -0.467 0.189 -0.360  0.0645
12 H 0.353 -0.062 -2.844  0.0262
13 H 1.520 -0.838 -0.282  -0.0009
14 H -1.542 2.288 1.477  0.0658
15 H 1.137 -1.630 1.746  0.0087
16 H 1.924 -2.045 -1.271  0.0508
17 H -2.544 0.775 -1.247  -0.1662
18 H 0.384 -2.740 1.059  0.0098
19 H 0.076 -1.369 -2.114  -0.0046
20 H -0.861 2.740 -0.138  0.0628

HOMO level ... -5.22 eV
E_LUMO ... 0.1178 Eh
Energy above the lowest of the compared OMol25 structures with the same formula, charge and spin ... 12.0 kcal/mol
Net charge ... -1
Orbital gap ... 8.43 eV

Computed, not measured: a structure of composition C13H23BCl4GeOSi at a distorted geometry, with ωB97M-V with the def2-TZVPD basis set.

Each line ends with the Löwdin charge.
CARTESIAN COORDINATES (ANGSTROEM)
1 Ge 2.928 -0.672 -1.329  0.8146
2 Cl -0.132 1.564 4.242  0.4703
3 Cl 1.924 -0.590 3.553  0.5075
4 Cl 1.728 1.975 1.867  0.3656
5 Cl -6.322 1.578 4.178  0.6761
6 Si 0.128 -1.054 -2.978  0.9296
7 O -0.206 -0.005 1.970  -0.1954
8 C 2.544 -1.358 0.483  -0.2427
9 C 1.951 -1.466 -2.993  -0.3794
10 C 3.029 1.296 -1.248  -0.2479
11 C 4.724 -1.341 -1.797  -0.2335
12 C -3.040 2.235 2.019  -0.0400
13 C -3.217 -0.145 2.392  -0.0276
14 C -4.870 1.354 3.315  -0.6909
15 C -2.491 0.973 1.986  -0.2429
16 C -4.199 2.458 2.754  -0.0877
17 C -0.653 0.644 -3.454  -0.1690
18 C -4.387 0.038 3.125  -0.0893
19 C -1.222 0.667 1.225  -0.1930
20 C -1.167 -2.305 -2.257  -0.1748
21 B 0.686 0.598 2.855  -1.8689
22 H 2.384 -1.143 -3.984  0.0462
23 H -4.935 -0.801 3.516  0.0955
24 H -1.235 -3.072 -3.065  0.0404
25 H -1.568 -0.117 0.567  0.1003
26 H 2.031 1.755 -1.175  -0.0045
27 H -0.080 1.537 -3.137  0.0449
28 H 1.497 -1.195 0.759  -0.0094
29 H 5.077 -0.855 -2.714  0.0201
30 H -1.680 0.703 -3.039  0.0436
31 H 3.154 -0.818 1.223  0.0039
32 H -2.887 -1.138 2.095  0.1224
33 H -0.881 -2.775 -1.295  0.0506
34 H 3.529 1.663 -2.156  0.0175
35 H 2.138 -2.574 -3.034  0.0449
36 H 3.606 1.636 -0.371  0.0194
37 H -4.622 3.434 2.874  0.0954
38 H 5.466 -1.163 -1.011  0.0321
39 H -0.760 1.529 0.695  0.1085
40 H 2.772 -2.425 0.592  0.0296
41 H -2.560 3.005 1.423  0.1202
42 H 4.666 -2.421 -1.972  0.0189
43 H -2.150 -1.816 -2.128  0.0360
44 H -0.694 0.609 -4.568  0.0427

HOMO level ... -8.21 eV
E_LUMO ... -0.1000 Eh
Energy above the lowest of the compared OMol25 structures with the same formula, charge and spin ... 47.9 kcal/mol
Orbital gap ... 5.49 eV

Computed, not measured: a cluster of 12 separate species, C60H67N11O4SSi in total at a distorted geometry, with ωB97M-V with the def2-TZVPD basis set.

Each line ends with the Löwdin charge.
CARTESIAN COORDINATES (ANGSTROEM)
1 S -1.207 -2.119 -0.679  0.6268
2 Si 2.780 -2.697 -0.281  0.6251
3 O -1.445 -2.641 -2.002  -0.2406
4 O -1.213 -3.346 0.411  -0.2051
5 O -2.130 -1.126 -0.185  -0.2500
6 O 0.320 -1.689 -0.471  -0.2848
7 N 1.083 2.194 -2.476  0.0617
8 N -7.160 10.587 3.328  0.0513
9 N 9.366 0.385 5.637  0.0468
10 N 5.393 -2.809 3.466  0.0567
11 N -9.083 0.474 -0.281  0.0504
12 N -0.662 3.654 2.745  0.0483
13 N -8.692 5.602 1.948  0.0521
14 N -7.242 -2.976 2.122  0.0551
15 N 5.077 -4.421 -5.509  0.0559
16 N 6.371 -6.189 -1.362  0.0515
17 N -5.894 0.875 -5.010  0.0486
18 C 10.789 0.792 7.526  -0.0725
19 C 11.324 1.752 5.409  -0.0724
20 C 5.831 -3.717 -6.356  -0.1604
21 C 7.111 -3.274 -6.063  -0.0783
22 C -0.073 1.321 -4.855  -0.0923
23 C 11.628 1.573 6.749  -0.0791
24 C -7.457 4.655 3.777  -0.0672
25 C -6.341 -3.917 2.417  -0.1616
26 C 6.934 -4.630 3.738  -0.0785
27 C -8.070 3.282 1.926  -0.0637
28 C -10.068 1.338 -0.534  -0.1708
29 C -0.110 0.525 -3.724  -0.0488
30 C -7.385 9.358 2.858  -0.1580
31 C -8.045 9.093 1.667  -0.0673
32 C -5.073 0.262 -7.181  -0.0716
33 C 7.618 -7.163 0.443  -0.0691
34 C 3.647 -4.340 0.103  -0.1604
35 C 6.980 -8.511 -1.418  -0.0645
36 C -8.164 0.998 -2.437  -0.0605
37 C -8.502 10.168 0.922  -0.0801
38 C -3.843 0.835 -6.898  -0.0776
39 C 1.115 2.942 -3.582  -0.1451
40 C -0.973 2.972 1.640  -0.1530
41 C 5.741 -4.086 3.292  -0.1688
42 C -6.059 0.310 -6.208  -0.1461
43 C 7.641 -3.575 -4.818  -0.0795
44 C 0.475 1.010 -2.566  -0.1475
45 C -8.671 4.399 1.369  -0.1465
46 C -4.571 -2.734 1.356  -0.0723
47 C 6.264 -2.029 4.109  -0.1422
48 C 0.422 4.429 2.691  -0.1652
49 C -7.449 3.416 3.157  -0.0723
50 C 6.380 -7.385 -1.957  -0.1432
51 C -7.608 11.606 2.594  -0.1636
52 C 5.608 -4.701 -4.317  -0.1704
53 C 0.552 2.556 -4.790  -0.0686
54 C 7.613 -8.395 -0.191  -0.0748
55 C 0.883 3.840 0.431  -0.0833
56 C -8.089 5.708 3.135  -0.1561
57 C -8.282 11.452 1.393  -0.0805
58 C -3.651 1.428 -5.662  -0.0692
59 C -5.487 -1.746 1.043  -0.0678
60 C 10.187 1.141 4.906  -0.1496
61 C 6.985 -6.100 -0.180  -0.1477
62 C 0.140 -3.758 0.661  -0.1760
63 C -0.239 3.028 0.465  -0.0730
64 C -5.003 -3.847 2.059  -0.0707
65 C 7.486 -2.470 4.592  -0.0641
66 C -9.197 1.889 -2.679  -0.0747
67 C -10.172 2.065 -1.709  -0.0808
68 C 1.036 -2.522 0.521  -0.2820
69 C -4.702 1.419 -4.758  -0.1384
70 C 1.222 4.559 1.566  -0.0786
71 C -6.802 -1.914 1.442  -0.1556
72 C -8.156 0.319 -1.228  -0.1465
73 C 2.523 -2.548 -2.162  -0.1453
74 C 7.825 -3.800 4.401  -0.0751
75 C 9.678 0.223 6.924  -0.1550
76 C 3.875 -1.266 0.361  -0.1518
77 C 6.876 -4.305 -3.923  -0.0757
78 H -6.967 2.568 3.625  0.1076
79 H 8.770 -4.185 4.764  0.1055
80 H -0.528 0.982 -5.777  0.0996
81 H 12.507 2.034 7.180  0.1060
82 H 8.103 -7.029 1.401  0.0952
83 H 0.651 4.971 3.602  0.0989
84 H -7.368 -0.388 -0.994  0.0876
85 H 8.153 -1.787 5.101  0.0723
86 H 5.957 -0.997 4.239  0.1069
87 H 9.908 1.258 3.865  0.1045
88 H -7.382 0.834 -3.169  0.0673
89 H -6.725 -4.770 2.966  0.0984
90 H -9.241 2.439 -3.611  0.1051
91 H 0.374 -4.624 0.039  0.1311
92 H 7.676 -2.707 -6.790  0.0990
93 H 4.574 -4.086 0.626  -0.0037
94 H 5.374 -3.502 -7.315  0.1005
95 H 0.598 3.208 -5.651  0.1020
96 H -8.089 2.332 1.408  0.0831
97 H -7.552 -1.162 1.214  0.0794
98 H 0.177 -4.016 1.724  0.1378
99 H -8.121 6.693 3.586  0.0818
100 H -0.591 -0.444 -3.733  0.1044
101 H 3.933 -4.802 -0.848  0.0157
102 H 5.013 -4.695 2.768  0.0894
103 H -10.804 1.447 0.255  0.1060
104 H -3.047 0.819 -7.632  0.1046
105 H 1.590 -3.056 -2.426  0.0356
106 H 8.995 -0.398 7.494  0.1035
107 H -2.709 1.887 -5.399  0.0818
108 H -7.411 12.592 2.999  0.0995
109 H -9.166 4.338 0.405  0.0959
110 H -0.537 2.453 -0.399  0.0788
111 H 1.481 3.909 -0.468  0.0856
112 H 4.975 -5.273 -3.647  0.0858
113 H 1.054 -1.859 1.392  0.1282
114 H 8.095 -9.251 0.263  0.1071
115 H -7.011 8.552 3.477  0.0877
116 H 0.455 0.428 -1.652  0.0892
117 H 6.962 -5.119 0.284  0.1001
118 H -6.982 4.802 4.737  0.1025
119 H -5.264 -0.212 -8.134  0.1015
120 H 3.353 -3.080 -2.639  0.0205
121 H 7.159 -5.675 3.570  0.0930
122 H 6.952 -9.454 -1.946  0.1041
123 H -5.187 -0.864 0.493  0.0999
124 H 7.246 -4.560 -2.943  0.0768
125 H 11.954 2.354 4.768  0.1019
126 H -4.594 1.869 -3.777  0.1086
127 H 1.615 3.899 -3.483  0.1037
128 H -8.624 12.317 0.841  0.0979
129 H -4.319 -4.642 2.323  0.0980
130 H 5.878 -7.430 -2.917  0.1013
131 H -10.993 2.752 -1.859  0.1006
132 H 2.089 5.206 1.581  0.0971
133 H -7.037 -0.124 -6.386  0.1056
134 H 10.990 0.628 8.576  0.1019
135 H -3.540 -2.627 1.055  0.0675
136 H -1.860 2.351 1.711  0.1021
137 H -8.197 8.074 1.335  0.0790
138 H 4.640 -1.688 1.018  0.0018
139 H 4.333 -0.819 -0.525  0.0304
140 H 2.516 -1.500 -2.466  0.0295
141 H 3.071 -5.051 0.701  0.0326
142 H 8.637 -3.246 -4.550  0.1037
143 H -9.024 10.006 -0.013  0.1041
144 H 3.250 -0.562 0.917  0.0307

HOMO level ... -9.17 eV
SMILES ... C[Si](C)(C)[C@@H]1COS(=O)(=O)O1.c1ccncc1.c1ccncc1.c1ccncc1.c1ccncc1.c1ccncc1.c1ccncc1.c1ccncc1.c1ccncc1.c1ccncc1.c1ccncc1.c1ccncc1
E_LUMO ... 0.0151 Eh
Orbital gap ... 9.58 eV